Entry 1:
One molecule with the formula CH2ClNO at a distorted geometry, computed with the ωB97M-V functional and the def2-TZVPD basis.

energy relative to the best compared isomer or geometry (same formula, charge and spin): 78.2 kcal/mol
Kohn-Sham gap: 8.958 eV
SMILES: O=NCCl
highest occupied orbital energy: -0.3394 Ha

Geometry as ORCA input:
```
! wB97M-V def2-TZVPD RIJCOSX def2/J DEFGRID3
* xyz 0 1
O 1.98 -0.32 0.11
N 0.93 -0.76 0.36
C -0.40 0.29 -0.09
Cl -1.82 -0.53 0.61
H -0.54 0.00 -1.10
H -0.14 1.32 0.10
*
```

=====

Entry 2:
One molecule with the formula CH2ClNO at a distorted geometry, computed with the ωB97M-V functional and the def2-TZVPD basis.

energy relative to the best compared isomer or geometry (same formula, charge and spin): 127.1 kcal/mol
Kohn-Sham gap (alpha / beta): 8.706 / 7.538 eV
highest occupied orbital energy (alpha / beta): -0.3243 / -0.2973 Ha

Geometry as ORCA input:
```
! wB97M-V def2-TZVPD RIJCOSX def2/J DEFGRID3
* xyz 0 1
C 0.39 -0.83 -0.39
N -0.19 1.35 0.11
O -0.02 0.02 0.45
Cl -1.37 1.83 1.23
H 0.58 -0.49 -1.32
H 0.63 -1.87 -0.09
*
```

=====

Entry 3:
A 2-piece molecular cluster, CH2ClNO overall at a distorted geometry, computed with the ωB97M-V functional and the def2-TZVPD basis.

energy relative to the best compared isomer or geometry (same formula, charge and spin): 5.8 kcal/mol
<S²>: 2.010
Kohn-Sham gap (alpha / beta): 10.609 / 9.944 eV
highest occupied orbital energy (alpha / beta): -0.3605 / -0.3794 Ha

Geometry as ORCA input:
```
! wB97M-V def2-TZVPD RIJCOSX def2/J DEFGRID3
* xyz 0 3
C 0.07 -0.50 -0.19
N 3.33 1.16 0.05
O 0.64 -1.53 0.04
Cl 3.79 -0.29 -0.01
H 0.44 0.50 0.19
H -0.93 -0.50 -0.61
*
```

=====

Entry 4:
One molecule with the formula CH2ClNO2S at a distorted geometry, computed with the ωB97M-V functional and the def2-TZVPD basis.

energy relative to the best compared isomer or geometry (same formula, charge and spin): 15.0 kcal/mol
Kohn-Sham gap: 9.359 eV
SMILES: NC(=O)OSCl
highest occupied orbital energy: -0.3657 Ha

Geometry as ORCA input:
```
! wB97M-V def2-TZVPD RIJCOSX def2/J DEFGRID3
* xyz 0 1
N 0.93 -0.39 -0.53
C 0.32 0.81 -0.43
O 0.91 1.89 -0.68
O -0.95 0.76 0.23
S -1.69 -0.73 0.66
Cl -1.27 -0.85 2.65
H 0.22 -1.17 -0.52
H 1.53 -0.32 -1.37
*
```

=====

Entry 5:
CH2ClNO2S as an isolated structure at a distorted geometry, computed with the ωB97M-V functional and the def2-TZVPD basis.

energy relative to the best compared isomer or geometry (same formula, charge and spin): 44.7 kcal/mol
Kohn-Sham gap: 10.826 eV
highest occupied orbital energy: -0.4229 Ha

Geometry as ORCA input:
```
! wB97M-V def2-TZVPD RIJCOSX def2/J DEFGRID3
* xyz 0 1
C -0.05 0.80 1.13
N -0.73 0.60 0.08
O 1.09 -1.28 -0.25
O -1.23 -1.53 -0.97
S -0.10 -0.70 -0.70
Cl 0.37 0.20 -2.55
H -0.21 1.56 1.91
H 0.84 0.35 1.35
*
```

=====

Entry 6:
A 3-piece molecular cluster, CH2ClNO3S overall at a distorted geometry, computed with the ωB97M-V functional and the def2-TZVPD basis.

energy relative to the best compared isomer or geometry (same formula, charge and spin): 3.6 kcal/mol
Kohn-Sham gap: 10.272 eV
highest occupied orbital energy: -0.4059 Ha

Geometry as ORCA input:
```
! wB97M-V def2-TZVPD RIJCOSX def2/J DEFGRID3
* xyz 0 1
C 2.87 -1.07 0.38
N 0.39 1.98 -0.19
O 3.94 -1.23 0.80
O 1.78 -1.01 -0.02
O -1.40 0.20 -0.27
S -0.33 0.81 0.51
Cl -3.97 -1.46 0.34
H -3.53 -0.48 -0.32
H 0.25 2.27 -1.23
*
```

=====

Entry 7:
One molecule with the formula CH2ClOP at a distorted geometry, computed with the ωB97M-V functional and the def2-TZVPD basis.

energy relative to the best compared isomer or geometry (same formula, charge and spin): 9.7 kcal/mol
Kohn-Sham gap: 9.102 eV
SMILES: O=CPCl
highest occupied orbital energy: -0.3575 Ha

Geometry as ORCA input:
```
! wB97M-V def2-TZVPD RIJCOSX def2/J DEFGRID3
* xyz 0 1
O 1.71 0.58 -0.13
C 0.77 0.01 -0.55
P -0.53 -1.02 0.38
Cl -1.92 0.66 0.08
H 0.20 0.30 -1.53
H -0.22 -0.52 1.74
*
```

=====

Entry 8:
One molecule with the formula CH2ClOP at a distorted geometry, computed with the ωB97M-V functional and the def2-TZVPD basis.

energy relative to the best compared isomer or geometry (same formula, charge and spin): 62.8 kcal/mol
Kohn-Sham gap (alpha / beta): 7.911 / 6.747 eV
highest occupied orbital energy (alpha / beta): -0.3056 / -0.2743 Ha

Geometry as ORCA input:
```
! wB97M-V def2-TZVPD RIJCOSX def2/J DEFGRID3
* xyz 0 1
C -0.34 -0.09 0.17
O -3.84 0.54 -0.63
P -3.08 0.33 0.54
Cl -1.52 -1.39 -0.11
H 0.58 -0.46 0.82
H -0.33 0.62 -0.55
*
```

=====

Entry 9:
CH2CoLiO as an isolated structure at a distorted geometry, computed with the ωB97M-V functional and the def2-TZVPD basis.

<S²>: 3.761
Kohn-Sham gap (alpha / beta): 7.578 / 7.549 eV
highest occupied orbital energy (alpha / beta): -0.4895 / -0.4900 Ha

Geometry as ORCA input:
```
! wB97M-V def2-TZVPD RIJCOSX def2/J DEFGRID3
* xyz 1 4
H -1.01 0.69 -1.56
O 0.72 -0.02 0.26
C -0.39 -0.51 0.72
Li 1.05 -1.42 1.37
Co 0.84 0.99 -1.45
H -1.21 0.26 0.68
*
```

=====

Entry 10:
CH2F2INOS as an isolated structure at a distorted geometry, computed with the ωB97M-V functional and the def2-TZVPD basis.

energy relative to the best compared isomer or geometry (same formula, charge and spin): 54.0 kcal/mol
Kohn-Sham gap (alpha / beta): 7.232 / 7.366 eV
highest occupied orbital energy (alpha / beta): -0.3329 / -0.3362 Ha

Geometry as ORCA input:
```
! wB97M-V def2-TZVPD RIJCOSX def2/J DEFGRID3
* xyz 0 1
C 1.35 0.35 -0.20
N -1.12 0.96 0.99
O -0.14 2.60 -0.53
F -1.34 -2.18 0.12
F 0.97 -0.93 -0.07
S -0.21 1.23 -0.18
I 2.33 0.73 -2.02
H -1.13 -0.11 1.26
H -0.70 -2.66 0.62
*
```

=====

Entry 11:
One molecule with the formula CH2F2IP at a distorted geometry, computed with the ωB97M-V functional and the def2-TZVPD basis.

energy relative to the best compared isomer or geometry (same formula, charge and spin): 0.0 kcal/mol
Kohn-Sham gap: 9.453 eV
SMILES: FC(F)(P)I
highest occupied orbital energy: -0.3554 Ha

Geometry as ORCA input:
```
! wB97M-V def2-TZVPD RIJCOSX def2/J DEFGRID3
* xyz 0 1
F 1.65 -0.25 -0.58
C 0.59 0.37 -0.13
F 1.04 1.46 0.51
P -0.40 -0.75 1.10
I -0.41 0.99 -2.04
H -0.87 -1.75 0.06
H -1.60 -0.07 1.07
*
```

=====

Entry 12:
A 2-piece molecular cluster, CH2F2N overall at a distorted geometry, computed with the ωB97M-V functional and the def2-TZVPD basis.

energy relative to the best compared isomer or geometry (same formula, charge and spin): 120.0 kcal/mol
Kohn-Sham gap (alpha / beta): 8.185 / 8.092 eV
highest occupied orbital energy (alpha / beta): -0.6150 / -0.6148 Ha

Geometry as ORCA input:
```
! wB97M-V def2-TZVPD RIJCOSX def2/J DEFGRID3
* xyz 1 1
C -0.29 0.64 0.85
N 0.16 -0.24 -1.32
F -0.64 -1.27 -0.98
F 1.31 -0.70 -1.18
H -1.09 0.19 1.49
H 0.55 1.39 1.15
*
```

=====

| no. | E (eV) |
| --- | --- |
| 1 | -17126.1962 |
| 2 | -17124.0737 |
| 3 | -17125.0127 |
| 4 | -30011.5602 |
| 5 | -30010.2715 |
| 6 | -32059.3890 |
| 7 | -24927.1587 |
| 8 | -24924.8568 |
| 9 | -40937.2973 |
| 10 | -28973.3631 |
| 11 | -23892.6360 |
| 12 | -7975.5636 |